No. 1
Molecular formula: C28H35HfN5P2
Method: DFT, ωB97M-V with the def2-TZVPD basis set

- Total charge: +2
- 2S+1: 1
- DFT total energy: -2091.61286 hartree

Atoms and positions in Å:
1 Hf -1.10154 0.90000 0.22427
2 C 0.51507 -0.33862 5.94368
3 C 0.41596 0.49995 4.91292
4 C 0.75483 0.18565 3.45366
5 C -0.44916 -0.31200 2.59405
6 C -1.23184 -1.51080 3.18935
7 C -0.76952 -2.40767 4.06029
8 C 0.65210 -2.51990 4.52185
9 C 0.89905 -1.79822 5.87788
10 C -3.22478 0.41407 0.46084
11 H 0.37691 0.06243 6.95883
12 H 0.08041 1.54142 5.04181
13 H 1.57576 -0.54212 3.41472
14 H 1.15741 1.11443 3.00253
15 H -1.15351 0.54479 2.50317
16 H -0.04612 -0.65417 1.58621
17 H -2.23059 -1.60681 2.73529
18 H -1.44732 -3.19104 4.43626
19 H 1.34420 -2.18389 3.74160
20 H 0.85789 -3.58274 4.71979
21 H 0.30591 -2.29658 6.66182
22 H 1.95831 -1.93411 6.16104
23 H -3.57382 -0.50269 0.96205
24 H -3.73460 0.41531 -0.51495
25 H -3.59267 1.28711 1.03925
26 P -1.29835 -0.51474 -1.80463
27 P 1.04917 1.66488 -0.68305
28 N -1.34038 -2.30498 -1.82108
29 N -2.45969 -0.30792 -3.28631
30 N 2.58033 0.81032 -0.56672
31 N 1.74500 3.29369 -0.65550
32 C 0.27987 -0.18048 -2.70954
33 C 0.76259 1.28293 -2.50028
34 C -2.19135 -3.09421 -1.04336
35 C -1.91067 -4.43725 -1.30454
36 C -0.86225 -4.47285 -2.27627
37 C -0.54000 -3.14966 -2.58346
38 C -3.76791 0.16286 -3.19787
39 C -4.23142 0.48086 -4.47423
40 C -3.18770 0.16915 -5.39348
41 C -2.13972 -0.36193 -4.63768
42 C 2.84000 -0.23147 0.33183
43 C 3.97012 -0.89913 -0.11156
44 C 4.40491 -0.27031 -1.33475
45 C 3.55197 0.78439 -1.57754
46 C 3.06879 3.70642 -0.87273
47 C 3.05661 5.00940 -1.35611
48 C 1.68366 5.44496 -1.37208
49 C 0.90473 4.38634 -0.92985
50 H 0.14273 -0.37760 -3.78449
51 H 1.01854 -0.91905 -2.34256
52 H 1.66304 1.51496 -3.10368
53 H -0.01700 2.02782 -2.75059
54 H -2.89186 -2.61601 -0.37317
55 H -2.38211 -5.30467 -0.86295
56 H -0.39263 -5.34519 -2.70870
57 H 0.19722 -2.72546 -3.25212
58 H -4.26916 0.19973 -2.24393
59 H -5.20657 0.87054 -4.72030
60 H -3.18731 0.29446 -6.46564
61 H -1.20828 -0.80522 -4.95996
62 H 2.20421 -0.40580 1.18941
63 H 4.44659 -1.75871 0.33890
64 H 5.20152 -0.57989 -1.99699
65 H 3.53773 1.50012 -2.39406
66 H 3.90061 3.06489 -0.61654
67 H 3.93230 5.55768 -1.67341
68 H 1.33507 6.41498 -1.70353
69 H -0.15909 4.31719 -0.73607
70 N -1.10523 3.68971 2.22320
71 C -1.06692 2.83049 1.40979

Forces on atoms 1 to 2 (eV/Å):
-3.7 0.1 7.5
0.5 0.2 -0.1



No. 2
Molecular formula: C13H18Cl2N2O4S
Method: DFT, ωB97M-V with the def2-TZVPD basis set

- SMILES string: COCCCNC(=O)CN(c1ccc(Cl)c(Cl)c1)S(C)(=O)=O
- Total charge: 0
- 2S+1: 1
- DFT total energy: -2235.21457 hartree

Atoms and positions in Å:
1 C -0.16346 -0.27610 -2.67971
2 O -1.31124 -1.01569 -2.32062
3 C -1.20729 -2.41916 -2.51197
4 C -0.64877 -3.16969 -1.29665
5 C -1.60602 -3.11184 -0.10693
6 N -1.71234 -1.75003 0.36429
7 C -1.75202 -1.39789 1.65766
8 O -1.84556 -2.18007 2.57892
9 C -1.66512 0.12048 1.89567
10 N -1.19049 0.89213 0.77048
11 C 0.17611 0.93830 0.50103
12 C 0.76915 2.04008 -0.11775
13 C 2.11947 2.04253 -0.40567
14 C 2.92174 0.96160 -0.07152
15 Cl 4.60366 0.97574 -0.44560
16 C 2.34660 -0.12562 0.57587
17 Cl 3.30467 -1.48918 1.01789
18 C 0.99232 -0.13690 0.86380
19 S -2.38183 1.85257 0.04886
20 C -3.55396 0.65550 -0.63045
21 O -1.81433 2.56751 -1.05152
22 O -3.03988 2.59021 1.08251
23 H 0.71038 -0.56402 -2.08662
24 H 0.06436 -0.41051 -3.74212
25 H -0.40038 0.76912 -2.48504
26 H -0.59221 -2.62700 -3.39547
27 H -2.22746 -2.76202 -2.71207
28 H 0.31481 -2.74418 -1.01007
29 H -0.49114 -4.21047 -1.57987
30 H -1.24980 -3.72909 0.72241
31 H -2.59405 -3.48154 -0.40783
32 H -1.59221 -1.04299 -0.34854
33 H -1.02291 0.27786 2.76930
34 H -2.65468 0.50312 2.15608
35 H 0.16872 2.89128 -0.38336
36 H 2.56453 2.89861 -0.88663
37 H 0.59198 -0.99504 1.37682
38 H -3.07605 0.15205 -1.46153
39 H -4.39371 1.24447 -0.97988
40 H -3.87700 -0.03758 0.13388

Forces on atoms 1 to 2 (eV/Å):
0.2 0.1 -0.1
-0.2 0.0 0.1



No. 3
Molecular formula: C5H17NO2
Method: DFT, ωB97M-V with the def2-TZVPD basis set

- SMILES string: CC(C)[C@H](C)N.O.O
- Total charge: 0
- 2S+1: 1
- DFT total energy: -405.83015 hartree

Atoms and positions in Å:
1 C -0.77729 -0.16828 -1.76383
2 C -0.81712 0.92860 -0.68742
3 C 0.55393 1.60247 -0.44994
4 C -1.24801 0.28666 0.66715
5 C -1.55654 1.45790 1.61748
6 N -0.41223 -0.71326 1.26284
7 H -1.91486 -0.61031 -2.03390
8 H -0.37790 -1.12720 -1.37689
9 H -0.41874 -0.07875 -2.72973
10 H -1.57575 1.69902 -0.94025
11 H 0.31316 2.65847 -0.22294
12 H 1.06942 1.03791 0.39118
13 H 1.18209 1.47742 -1.34024
14 H -2.18678 -0.37460 0.20457
15 H -1.95600 1.42866 2.51687
16 H -0.65329 2.01501 1.47991
17 H -2.35327 2.17079 1.14871
18 H 0.48505 -0.76231 0.93642
19 H -0.30511 -0.51812 2.31437
20 O 2.20896 -2.48667 2.20690
21 H 2.96316 -2.41490 1.75033
22 H 1.52065 -2.74065 1.74356
23 O 2.28613 -1.31812 -2.07918
24 H 1.34611 -1.49808 -1.97350
25 H 2.62424 -1.95164 -2.64249

Forces on atoms 1 to 2 (eV/Å):
-4.2 -2.8 1.3
1.0 -0.6 0.1



No. 4
Molecular formula: C29H26B2F4N7O8S2Ta
Method: DFT, ωB97M-V with the def2-TZVPD basis set

- Total charge: +2
- 2S+1: 1
- DFT total energy: -3408.10626 hartree

Atoms and positions in Å:
1 Ta -0.40856 -0.16217 -0.48391
2 C 1.52272 3.68845 1.35876
3 C 1.38761 2.21937 1.31227
4 N 2.02506 1.44431 0.42843
5 O 2.48670 2.02506 -0.71269
6 B 1.34542 2.57752 -1.59820
7 F 0.24089 2.75312 -0.73028
8 F 1.80228 3.67868 -2.19952
9 O 0.85188 1.58203 -2.63235
10 N -0.37833 1.14038 -2.30333
11 C -1.36184 1.13702 -3.11822
12 C -1.34870 1.61163 -4.51902
13 C -2.60672 0.74701 -2.37109
14 N -2.35493 0.19687 -1.23550
15 O -3.29340 0.19113 -0.24373
16 B -2.84261 1.14887 0.85726
17 F -2.19102 2.20107 0.20899
18 F -3.88165 1.42987 1.63770
19 O -1.70408 0.57203 1.82763
20 N -0.43448 0.83560 1.41796
21 C 0.28687 1.64073 2.12078
22 C -0.12967 2.18680 3.42698
23 C -3.95645 1.14944 -2.80833
24 H 2.23657 4.05034 0.62490
25 H 1.88906 3.91733 2.36558
26 H 0.55898 4.18352 1.23591
27 H -0.34413 1.90538 -4.80991
28 H -2.01655 2.46888 -4.62791
29 H -1.71412 0.82481 -5.18193
30 H -0.70603 1.43903 3.96839
31 H -0.78820 3.04699 3.26488
32 H 0.73631 2.50507 4.00406
33 H -4.07635 0.97852 -3.87786
34 H -4.07822 2.22309 -2.62600
35 H -4.71691 0.61963 -2.24183
36 O 0.62525 -1.00460 -1.77003
37 C 1.73676 -1.68960 -2.15685
38 C 2.13460 -1.64745 -3.48098
39 C 3.28404 -2.33175 -3.83850
40 C 4.01029 -3.05954 -2.89515
41 C 3.56771 -3.13742 -1.59145
42 C 2.41696 -2.44259 -1.19979
43 C 1.79261 -2.66157 0.07576
44 N 0.81791 -1.94242 0.51416
45 N 0.12879 -2.51437 1.56692
46 C -1.11809 -2.25247 1.41833
47 O -1.49830 -1.52739 0.32728
48 C -2.13559 -2.62392 2.39497
49 C -1.77617 -3.42600 3.48109
50 C -2.72521 -3.74569 4.43289
51 C -4.02589 -3.26974 4.30792
52 C -4.38554 -2.48273 3.22294
53 C -3.44389 -2.16277 2.25957
54 H 1.56028 -1.08466 -4.20304
55 H 3.61485 -2.30795 -4.86796
56 H 4.90697 -3.58391 -3.19375
57 H 4.09614 -3.74215 -0.86488
58 H 2.05727 -3.54576 0.65116
59 H -0.76303 -3.79320 3.56802
60 H -2.45496 -4.36983 5.27348
61 H -4.76299 -3.51931 5.05943
62 H -5.39990 -2.12133 3.12558
63 H -3.72220 -1.56524 1.40357
64 O 4.82133 2.82832 4.84716
65 S 4.70158 3.04449 3.45059
66 O 4.35444 4.31370 2.89927
67 N 3.51297 1.95726 2.83603
68 C 4.05999 1.18506 1.99844
69 S 2.93794 0.11807 1.06086
70 C 5.50640 1.27451 1.75860
71 C 6.32221 0.54903 0.90903
72 C 7.67258 0.87863 0.87458
73 C 8.17944 1.90674 1.66146
74 C 7.35696 2.64257 2.51401
75 C 6.02609 2.29936 2.54206
76 H 5.92652 -0.24819 0.29296
77 H 8.34043 0.33098 0.22433
78 H 9.23289 2.14555 1.60912
79 H 7.75163 3.44475 3.12238

Forces on atoms 1 to 2 (eV/Å):
0.5 -1.9 0.3
0.0 0.0 0.0



In kJ/mol, the relative energy (zero: lowest compared OMol25 entry of this formula, charge and spin) values for the records above are, in order, 0.0, 12.4, 294.8, 382.1.
In eV, the highest occupied orbital energy values for the records above are, in order, -13.877, -8.834, -8.987, -13.623.
In Eh/bohr, the strongest force on any atom values for the records above are, in order, 0.176, 0.024, 0.138, 0.038.